Formula: C6H18Ag2FO6
Source: OMol25
Level of theory: wB97M-V/def2-TZVPD

Last column: natural (NBO) charge in e.
Element x y z (Å)
Ag1 16.00 22.25 -9.06  0.940
Ag2 14.49 25.50 -9.71  0.981
F1 16.02 24.00 -10.76  -0.946
C1 14.42 20.95 -14.45  -0.092
C2 14.59 22.20 -13.64  -0.100
O1 14.84 21.99 -12.26  -0.764
O2 13.15 20.36 -14.31  -0.708
H1 15.23 20.23 -14.27  0.175
H2 14.53 21.20 -15.51  0.195
H3 13.66 22.77 -13.73  0.163
H4 15.31 22.87 -14.13  0.169
H5 15.23 22.81 -11.91  0.484
H6 13.02 20.06 -13.40  0.467
C3 19.24 23.01 -9.76  -0.094
C4 18.62 23.96 -8.75  -0.110
O3 17.88 23.22 -7.77  -0.759
O4 18.26 22.21 -10.39  -0.742
H7 19.96 22.35 -9.29  0.206
H8 19.72 23.63 -10.52  0.205
H9 18.02 24.71 -9.28  0.166
H10 19.47 24.46 -8.29  0.200
H11 17.49 23.89 -7.20  0.484
H12 17.69 22.76 -10.93  0.484
C5 17.95 25.23 -13.82  -0.095
C6 16.96 26.13 -13.11  -0.095
O5 17.32 26.36 -11.75  -0.740
O6 18.14 24.03 -13.10  -0.708
H13 18.86 25.83 -13.93  0.185
H14 17.65 25.04 -14.86  0.179
H15 15.97 25.65 -13.14  0.144
H16 16.90 27.12 -13.57  0.204
H17 17.04 25.62 -11.21  0.469
H18 17.38 23.97 -12.52  0.452

Results
Spin multiplicity ... 1
Relative energy (zero: lowest compared OMol25 entry of this formula, charge and spin) ... 110.9 kJ/mol
Charge ... +1
HOMO-LUMO gap ... 0.224 Eh